[1]
A molecular structure, C21H43N2OP3Tb. Source: the Open Molecules 2025 dataset; level of theory: wB97M-V/def2-TZVPD.

For the LUMO energy (spin up / spin down), the calculation gives -9.442 / -9.034 eV. The frontier orbital gap (spin up / spin down) comes out at 7.76 / 8.17 eV.

```
! wB97M-V def2-TZVPD RIJCOSX def2/J DEFGRID3
* xyz 3 7
Tb 0.86499 0.04724 -1.07245
P -1.17812 -0.93432 0.63917
P 1.98230 -2.24073 -1.72933
P -1.40944 0.19421 -2.60942
H 1.28803 3.59638 0.12076
C 0.21109 3.60519 -0.09451
C -0.65927 3.06891 0.76403
H -0.30657 2.53580 1.67028
C -0.96952 -1.21813 2.43707
C -1.58459 -2.66486 0.16919
C -2.86969 -0.24325 0.75352
C 3.35927 -1.73249 -2.81540
C 2.77321 -3.38323 -0.56735
C 0.92648 -3.34614 -2.71946
C -2.61084 1.53855 -2.31591
C -2.62309 -1.15696 -2.79507
C -0.90765 0.47003 -4.34735
H -0.11224 4.02296 -1.05189
H -1.73265 3.00508 0.54255
H -0.58306 -0.31589 2.92394
H -0.29035 -2.05545 2.63694
H -1.95740 -1.45139 2.85510
H -0.71853 -3.31311 0.35264
H -1.86556 -2.75336 -0.88574
H -2.42488 -2.98016 0.80423
H -2.81309 0.79733 1.09205
H -3.41030 -0.83749 1.50333
H -3.42225 -0.27239 -0.18741
H 3.88260 -2.65671 -3.08944
H 4.05439 -1.02994 -2.32034
H 2.97484 -1.24455 -3.72115
H 3.37687 -4.10077 -1.13737
H 1.99585 -3.90387 0.01913
H 3.41474 -2.84488 0.14779
H 1.55376 -4.17932 -3.06642
H 0.48775 -2.81533 -3.57842
H 0.10791 -3.71655 -2.08017
H -2.96036 1.86329 -3.30354
H -2.16057 2.37975 -1.77457
H -3.46141 1.15458 -1.73750
H -3.22748 -0.89590 -3.67300
H -3.27409 -1.23154 -1.91350
H -2.11752 -2.11434 -2.96674
H -1.82961 0.62831 -4.91537
H -0.35927 -0.39802 -4.73346
H -0.26496 1.34807 -4.44631
C 2.29102 1.85233 -3.74616
C 3.37350 1.40697 -4.48469
C 3.57915 1.97093 -5.76110
C 2.69239 2.90269 -6.30707
C 1.62467 3.36919 -5.50952
C 1.45544 2.86965 -4.21915
O 2.05926 1.35311 -2.43121
H 2.02520 2.14488 -1.81705
H 4.07650 0.68675 -4.03837
H 4.49204 1.69235 -6.31823
H 2.84775 3.29903 -7.31089
H 0.96045 4.13630 -5.91317
H 0.60117 3.19984 -3.61662
C 2.70259 -1.65715 3.93476
N 2.51435 -0.72257 2.82505
C 2.70562 0.65029 2.92328
C 2.37898 1.16673 1.70857
N 2.01647 0.12146 0.86499
C 2.06455 -1.01188 1.60782
H 3.77381 -1.69753 4.15023
H 2.14808 -1.27093 4.79779
H 2.33483 -2.65218 3.65095
H 3.01674 1.13788 3.83101
H 2.32106 2.18389 1.36617
H 1.77255 -2.00931 1.25962
*
```

=====

[2]
9 unconnected molecules or ions with the total composition C29H61N3O15S2. Source: the Open Molecules 2025 dataset; level of theory: wB97M-V/def2-TZVPD.

The SMILES is O=S1(=O)OCCO1.O=S1(=O)OCCO1.CNC(C)=O.CNC(C)=O.CNC(C)=O.C1CCOC1.C1CCOC1.C1CCOC1.C1CCOC1. For the LUMO energy, the calculation gives -0.119 eV. The frontier orbital gap comes out at 9.24 eV.

```
! wB97M-V def2-TZVPD RIJCOSX def2/J DEFGRID3
* xyz 0 1
C 1.61276 6.97905 -2.94974
C 2.64618 7.28776 -1.90299
O 2.29331 7.35058 -0.73922
N 3.87967 7.58704 -2.37230
C 4.96777 7.92861 -1.43646
H 1.95447 6.41232 -3.81585
H 1.20909 7.96941 -3.16029
H 0.84672 6.38045 -2.45682
H 4.05777 7.72176 -3.35730
H 5.22779 7.00847 -0.91318
H 4.87591 8.76799 -0.74718
H 5.87897 8.12644 -2.00096
C 1.32181 1.95177 -6.44058
C 2.64695 2.43616 -5.99068
O 3.18525 3.46932 -6.42751
N 3.23851 1.80441 -4.95501
C 4.54832 2.09219 -4.47430
H 1.38518 1.55426 -7.45353
H 0.58947 2.74995 -6.31942
H 0.83410 1.06877 -6.02759
H 2.57558 1.40960 -4.30328
H 5.22482 2.45192 -5.24957
H 5.04531 1.32215 -3.88427
H 4.66805 2.92542 -3.78186
C -0.92862 -0.87091 -0.60761
C 0.09114 0.25016 -0.86176
O 0.25065 0.74365 -1.98669
N 0.80690 0.67096 0.17751
C 1.81082 1.71919 0.15738
H -1.95301 -0.51640 -0.49339
H -0.63638 -1.66384 0.08084
H -0.94298 -1.39360 -1.56400
H 0.78964 0.22674 1.08441
H 1.33692 2.68609 -0.01181
H 2.51552 1.52891 -0.65212
H 2.29836 1.72609 1.13225
C -5.91893 -3.38342 -2.91260
C -6.71921 -3.34151 -4.20253
O -7.03437 -4.70224 -4.33564
S -5.79711 -5.75694 -3.81105
O -4.83713 -6.03789 -4.82860
O -6.26101 -6.86032 -3.02619
O -5.12785 -4.55164 -2.85264
H -6.55349 -3.21770 -2.04200
H -5.18620 -2.57803 -2.96321
H -6.13494 -3.09452 -5.08895
H -7.62496 -2.73694 -4.24976
C -5.64891 2.04205 1.78628
C -6.38073 1.98139 3.19393
O -5.35263 1.88417 4.14824
S -3.86546 1.51602 3.52700
O -3.51104 0.04819 3.62182
O -2.77308 2.40203 3.87845
O -4.25978 1.89800 1.97951
H -5.94168 2.78255 1.04193
H -5.88203 1.07939 1.33127
H -6.97177 1.07836 3.34658
H -6.92774 2.84018 3.58299
C -5.05945 -5.83119 2.81469
C -3.68208 -6.29327 2.96858
C -3.66441 -7.78124 3.20549
O -4.90472 -8.21308 2.64394
C -5.57500 -7.03239 2.10051
H -5.16601 -4.84723 2.35800
H -5.53520 -5.54893 3.75389
H -3.26262 -5.77986 3.83377
H -3.14914 -5.93324 2.08855
H -3.57070 -8.00761 4.26760
H -2.76180 -8.18730 2.74885
H -6.64391 -7.16290 2.26932
H -5.23050 -7.02289 1.06642
C 2.52144 7.40716 5.77470
C 3.09142 6.47601 4.74100
C 2.47673 5.12527 5.01875
O 1.49940 5.39995 6.07805
C 1.15835 6.74064 6.04524
H 2.26342 8.42620 5.48644
H 3.20642 7.53384 6.61307
H 4.17559 6.36613 4.76547
H 2.91688 6.86072 3.73619
H 3.19978 4.43342 5.45079
H 1.91620 4.63223 4.22451
H 0.78415 6.98842 7.03856
H 0.45554 6.87689 5.22329
C 4.00538 -4.08135 -4.82570
C 2.72206 -3.36476 -5.11061
C 1.64160 -4.50388 -5.14416
O 2.20485 -5.60719 -4.33460
C 3.50599 -5.13723 -3.94787
H 4.80861 -3.49315 -4.38194
H 4.47777 -4.51482 -5.70720
H 2.81870 -2.78771 -6.03027
H 2.51508 -2.59756 -4.36451
H 1.31334 -4.78441 -6.14499
H 0.67099 -4.18142 -4.76727
H 4.25411 -5.92935 -3.91737
H 3.31583 -4.78717 -2.93328
C 3.43905 -1.93664 4.02052
C 1.92097 -1.86334 4.09606
C 1.59071 -2.83580 5.33737
O 2.61580 -3.83135 5.24187
C 3.76926 -3.43501 4.49040
H 3.75649 -1.24726 4.80288
H 3.91701 -1.76237 3.05652
H 1.48177 -2.18668 3.15231
H 1.54867 -0.87629 4.37029
H 0.62137 -3.28504 5.12139
H 1.59700 -2.30574 6.28979
H 4.01889 -4.10380 3.66668
H 4.56591 -3.34034 5.22829
*
```

=====

[3]
2 unconnected molecules or ions with the total composition C14H16O2. Source: the Open Molecules 2025 dataset; level of theory: wB97M-V/def2-TZVPD.

As for the energy above the lowest of the compared OMol25 structures with the same formula, charge and spin: 85.0 kcal/mol. For the LUMO energy (spin up / spin down), the calculation gives -3.218 / -7.788 eV. The frontier orbital gap (spin up / spin down) comes out at 8.63 / 3.06 eV.

```
! wB97M-V def2-TZVPD RIJCOSX def2/J DEFGRID3
* xyz 1 2
C 5.22789 1.73145 -2.12294
C 1.42885 0.37153 -0.49829
C 1.47209 1.50543 -1.33880
C 2.66816 -0.23008 0.03000
C 2.70321 1.91329 -1.95008
C 3.85229 0.22781 -0.65925
C 3.87182 1.20483 -1.59506
O 0.21727 -0.26072 -0.24580
H -0.58718 0.34492 -0.30947
H 0.53152 1.90023 -1.50263
H 2.52010 -0.82412 0.98613
H 2.88562 2.56167 -2.80856
H 4.73006 -0.15012 -0.32651
H 5.27621 2.78316 -2.19692
H 5.33312 1.34334 -3.18727
H 6.09061 1.06029 -1.90635
C -4.45532 -3.05751 1.16976
C -4.13662 -0.52981 0.97035
C -3.60710 -1.82245 1.34386
C -3.39145 0.64546 0.81158
C -2.19332 -1.75566 1.64473
C -2.04719 0.64957 1.20249
C -1.56760 -0.56765 1.81777
O -1.27714 1.74818 0.95636
H -5.26434 -0.45558 0.83009
H -3.64647 1.51562 0.05812
H -4.06808 -3.97912 1.77948
H -4.79745 -3.43538 0.16985
H -1.60432 -2.77770 1.77230
H -0.44097 -0.58729 2.15100
H -0.35628 1.75901 1.36176
H -5.36800 -2.83259 1.59230
*
```

=====

[4]
A single C4H5NO2 molecule. Source: the Open Molecules 2025 dataset; level of theory: wB97M-V/def2-TZVPD.

As for the energy above the lowest of the compared OMol25 structures with the same formula, charge and spin: 102.5 kcal/mol. For the LUMO energy (spin up / spin down), the calculation gives -0.303 / -0.248 eV. The frontier orbital gap (spin up / spin down) comes out at 7.28 / 7.58 eV.

```
! wB97M-V def2-TZVPD RIJCOSX def2/J DEFGRID3
* xyz 0 1
O -1.67516 -1.77712 -0.34373
C -1.40655 -1.19730 0.69119
C -0.49948 -0.06380 0.77669
O -0.39136 0.61933 1.94763
N 0.29353 0.29353 -0.18980
C 1.31170 1.07673 -0.54328
C 0.83218 0.05618 -1.51714
H -1.83657 -1.48211 1.67201
H 0.54053 0.88621 2.03410
H 1.27859 2.15893 -0.55723
H 0.14313 0.28995 -2.32891
H 1.40947 -0.86052 -1.64152
*
```

=====

[5]
8 unconnected molecules or ions with the total composition C33H34N8O16. Source: the Open Molecules 2025 dataset; level of theory: wB97M-V/def2-TZVPD.

The SMILES is O=[N+]([O-])c1ccccc1.O=[N+]([O-])c1ccccc1.O=[N+]([O-])c1ccccc1.O=[N+]([O-])c1ccccc1.O=[N+]([O-])c1ccccc1.C[N+](=O)[O-].C[N+](=O)[O-].C[N+](=O)[O-]. As for the energy above the lowest of the compared OMol25 structures with the same formula, charge and spin: 0.0 kcal/mol. For the LUMO energy, the calculation gives -0.936 eV. The frontier orbital gap comes out at 8.99 eV.

```
! wB97M-V def2-TZVPD RIJCOSX def2/J DEFGRID3
* xyz 0 1
C 3.70278 -2.40511 2.34846
N 4.65190 -3.15026 3.21780
O 5.20860 -2.54172 4.09558
O 4.79991 -4.32795 3.00194
H 4.18573 -1.63393 1.76238
H 2.95487 -1.99455 3.02077
H 3.22354 -3.13835 1.71225
C -0.07053 1.02243 1.02235
N 1.39086 1.16316 1.17058
O 1.94291 0.25994 1.74208
O 1.92639 2.19295 0.80465
H -0.41414 1.86469 0.43383
H -0.56670 1.06087 1.98489
H -0.26839 0.09542 0.50493
C 2.46871 3.93952 -1.61129
N 2.97134 4.09461 -2.98760
O 2.58585 3.33695 -3.83680
O 3.65189 5.07568 -3.20168
H 1.91505 3.01394 -1.50231
H 1.90783 4.81395 -1.31879
H 3.32776 3.78589 -0.95983
C -1.69242 5.66061 -3.02719
C -2.01205 4.50517 -2.32807
C -1.53209 4.32548 -1.04027
C -0.64680 5.24431 -0.52393
C -0.29085 6.38401 -1.21819
C -0.83281 6.60284 -2.47991
N -0.15536 5.08218 0.85594
O -0.83744 4.41632 1.61699
O 0.89115 5.62626 1.15194
H -2.04258 5.77288 -4.04657
H -2.50111 3.69419 -2.85022
H -1.78019 3.43085 -0.48892
H 0.41690 7.08111 -0.79036
H -0.50601 7.47586 -3.02839
C -4.73769 -5.45505 1.17511
C -3.61953 -5.17806 1.94975
C -3.07942 -3.90909 1.96808
C -3.60221 -2.96140 1.11204
C -4.69607 -3.22321 0.31412
C -5.23843 -4.49584 0.30722
N -3.04381 -1.61377 1.11938
O -1.96839 -1.46867 1.66295
O -3.65532 -0.74341 0.55762
H -5.11017 -6.47033 1.12493
H -3.21464 -5.99391 2.53286
H -2.22995 -3.71649 2.60826
H -5.04316 -2.51981 -0.43224
H -6.05487 -4.72398 -0.36282
C 5.54371 1.76188 -3.43719
C 4.96035 0.98292 -4.42028
C 4.00882 0.03646 -4.09943
C 3.61196 -0.08321 -2.78516
C 4.12144 0.74427 -1.79519
C 5.10034 1.66204 -2.12278
N 2.77900 -1.21380 -2.40989
O 2.42148 -1.29742 -1.24541
O 2.51163 -2.02271 -3.28300
H 6.19380 2.59718 -3.66937
H 5.23636 1.08195 -5.46173
H 3.58613 -0.61680 -4.84872
H 3.78825 0.60611 -0.77473
H 5.52066 2.20089 -1.28317
C -2.69410 -2.84865 7.11230
C -2.00194 -3.76603 6.32816
C -1.08882 -3.35111 5.37997
C -0.87062 -1.98755 5.25248
C -1.47449 -1.05324 6.06370
C -2.40755 -1.49722 6.98802
N 0.09094 -1.52532 4.24226
O 0.75453 -2.35753 3.65938
O 0.17304 -0.33822 4.05113
H -3.33689 -3.22875 7.89323
H -2.20586 -4.80900 6.54392
H -0.51655 -4.00666 4.74100
H -1.18931 -0.01415 6.01726
H -2.88470 -0.74678 7.60738
C -2.30597 -2.73821 -3.79372
C -2.08863 -2.29615 -2.49172
C -1.57918 -1.02919 -2.28332
C -1.26977 -0.25751 -3.37624
C -1.51324 -0.64842 -4.67929
C -2.05653 -1.90924 -4.88269
N -0.67357 1.06474 -3.15190
O -0.42415 1.74452 -4.12210
O -0.53226 1.42445 -1.98779
H -2.73420 -3.72043 -3.96269
H -2.33922 -2.95746 -1.67346
H -1.43552 -0.64858 -1.28435
H -1.26424 -0.00832 -5.51132
H -2.19598 -2.28689 -5.88784
*
```

=====

Electronic energy for every record listed, in sequence, given in Ha: -2858.326792; -3230.565837; -693.128569; -360.506000; -2919.049002.